1.
A gas-phase ion, C9H12N5O (charge +1) in a non-equilibrium geometry. Source: the OMol25 dataset; level of theory: ωB97M-V with the def2-TZVPD basis set.

The geometry in XYZ format:
```
27
Properties=species:S:1:pos:R:3:lowdin_charge:R:1
H -0.4427 -0.1654 2.5430 0.07
N 0.3041 -0.2855 1.9268 0.18
C -0.0125 -0.1160 0.7217 -0.36
O -1.2227 0.2817 0.3087 0.00
N -2.1394 0.7392 1.3853 0.15
C -3.1637 1.2551 0.9896 -0.40
C -4.0828 1.6694 2.0567 0.01
C -3.5557 1.2902 -0.4826 -0.02
C 0.9816 -0.4708 -0.2920 0.04
C 1.1994 -0.4872 -1.5684 0.09
N 1.9597 -0.5453 -2.5529 0.21
C 3.2095 -0.9986 -2.2676 -0.33
N 4.0890 -1.2047 -3.2613 0.17
C 3.4373 -1.2227 -0.8793 0.03
C 2.4557 -1.0423 0.0848 -0.17
N 2.5653 -1.1884 1.3967 0.15
H -4.6451 0.8225 2.3830 0.10
H -4.7604 2.2758 1.5380 0.07
H -3.5926 2.0535 2.8516 0.06
H -4.6584 1.5712 -0.8004 0.13
H -2.8289 2.0639 -1.0217 0.14
H -3.4856 0.2989 -0.8686 0.06
H 4.9094 -1.8955 -3.3181 0.18
H 4.0036 -0.7732 -4.1346 0.10
H 4.4704 -1.4837 -0.5464 0.15
H 3.2477 -1.7380 1.7674 0.08
H 1.7581 -0.7040 2.0407 0.11
```

Output
LUMO = -4.76 eV
SMILES = [H]/N=C(\ON=C(C)C)C1=C=NC(=[NH2+])C=C1N
energy relative to the best compared isomer or geometry (same formula, charge and spin) = 3.968 eV
HOMO-LUMO gap = 0.2913 Eh
charge = +1



2.
C20H18ClN3O4 in the gas phase in a non-equilibrium geometry. Source: the OMol25 dataset; level of theory: ωB97M-V with the def2-TZVPD basis set.

The geometry in XYZ format:
```
46
Properties=species:S:1:pos:R:3:lowdin_charge:R:1
C 7.3223 2.4364 2.4663 -0.06
C 6.8420 2.0534 1.0734 -0.22
O 5.6393 1.2883 1.1274 -0.02
C 4.4912 1.9745 1.2410 -0.45
O 4.4356 3.1802 1.2751 0.11
C 3.3088 1.0862 1.3108 -0.13
C 2.0462 1.6634 1.4295 0.01
C 0.9127 0.8816 1.5096 0.01
C 1.0289 -0.5066 1.4727 -0.21
N -0.0683 -1.3642 1.5655 0.13
C -1.3877 -1.0600 1.7414 -0.45
O -1.8367 0.0574 1.8217 0.10
C -2.2550 -2.3117 1.8458 -0.10
C -3.7278 -1.9199 1.9147 -0.09
C -4.1309 -1.2538 0.6533 -0.35
N -3.6158 -1.4281 -0.5243 0.22
C -4.3634 -0.5969 -1.3161 -0.29
C -4.1528 -0.4566 -2.7423 -0.16
C -3.1279 -1.1648 -3.3652 -0.02
C -2.9252 -1.0434 -4.7258 -0.10
C -3.7522 -0.2098 -5.4641 -0.67
Cl -3.5051 -0.0586 -7.1663 0.68
C -4.7760 0.5041 -4.8564 -0.10
C -4.9745 0.3799 -3.4962 -0.01
N -5.2878 0.0368 -0.6404 0.14
O -5.1438 -0.3838 0.6425 0.06
C 2.2930 -1.0873 1.3468 -0.02
C 3.4220 -0.3018 1.2671 -0.01
H 8.2707 2.9609 2.3933 0.08
H 7.4529 1.5467 3.0780 0.08
H 6.5942 3.0889 2.9417 0.08
H 6.6635 2.9535 0.4757 0.12
H 7.5660 1.4088 0.5701 0.12
H 1.9729 2.7398 1.4589 0.12
H -0.0602 1.3334 1.6026 0.10
H 0.1658 -2.3464 1.5074 0.14
H -2.0867 -2.9360 0.9669 0.12
H -1.9721 -2.8696 2.7409 0.13
H -3.9053 -1.2265 2.7382 0.13
H -4.3508 -2.8055 2.0636 0.13
H -2.4981 -1.8063 -2.7691 0.11
H -2.1338 -1.5888 -5.2157 0.10
H -5.4075 1.1482 -5.4479 0.11
H -5.7623 0.9233 -2.9995 0.11
H 2.3836 -2.1646 1.3144 0.11
H 4.3960 -0.7549 1.1728 0.12
```

Output
LUMO = 0.40 eV
SMILES = CCOC(=O)c1ccc(NC(=O)CCc2nc(-c3ccc(Cl)cc3)no2)cc1
energy relative to the best compared isomer or geometry (same formula, charge and spin) = 0.790 eV
HOMO-LUMO gap = 0.3415 Eh



3.
A molecular structure, C24H55GaNO24P5 in a non-equilibrium geometry. Source: the OMol25 dataset; level of theory: ωB97M-V with the def2-TZVPD basis set.

The geometry in XYZ format:
```
110
Properties=species:S:1:pos:R:3:lowdin_charge:R:1
C -0.0402 1.0132 -0.2140 0.01
C 0.1201 -0.4626 -0.4893 -0.61
O 0.7080 -1.1645 0.2975 0.06
O -0.4404 -0.8765 -1.6095 -0.07
C 0.0700 -2.1459 -2.1092 -0.23
Ga 1.8146 -1.9185 -3.1650 0.52
C 3.1931 -0.6788 -2.1395 -0.74
O 2.7526 0.4750 -1.9781 -0.09
O 4.3053 -1.1159 -1.8093 -0.11
C 1.4031 -0.8749 -4.8976 -0.30
C 0.1081 -0.8942 -5.4110 -0.12
C -0.2062 -0.1756 -6.5586 -0.11
C 0.8505 0.5354 -7.1177 -0.12
C 2.0926 0.4471 -6.5341 -0.21
N 2.4479 -0.2226 -5.4422 0.07
H 0.8893 1.3592 0.2259 0.09
H -0.8384 1.1801 0.5100 0.07
H -0.2294 1.5552 -1.1354 0.08
H -0.6895 -2.5114 -2.8072 0.03
H 0.1313 -2.9081 -1.3340 0.04
H 2.4547 -3.3411 -3.5593 -0.08
H -0.6562 -1.4742 -4.9118 0.07
H -1.1951 -0.1431 -6.9973 0.08
H 0.7054 1.1463 -7.9982 0.08
H 2.9018 0.9939 -7.0191 0.09
C -3.8206 1.2625 6.8134 -0.11
O -3.0057 0.4076 5.9979 -0.28
P -1.8386 1.1230 5.1078 0.52
O -1.0748 1.9250 6.0881 -0.26
O -2.8619 2.0321 4.2148 -0.26
C -4.1047 1.5084 3.7188 -0.13
O -0.7609 0.9951 3.8595 -0.22
C -0.6720 -0.2869 3.1773 -0.09
H -3.6080 1.0546 7.8566 0.06
H -3.6444 2.3166 6.6161 0.09
H -4.8653 1.0297 6.6053 0.09
H -4.9218 2.1131 4.1143 0.08
H -4.2669 0.4748 4.0040 0.05
H -4.1087 1.5773 2.6324 0.08
H -1.6438 -0.5639 2.7584 0.09
H -0.3354 -1.0602 3.8703 0.08
H 0.0466 -0.2023 2.3679 0.06
C 4.0720 -5.0803 -7.3457 -0.10
O 5.0834 -4.1102 -7.6294 -0.28
P 4.6446 -2.8342 -8.5566 0.58
O 3.4484 -2.3119 -7.8877 -0.21
O 4.2901 -3.7899 -9.8639 -0.26
C 5.1212 -4.8803 -10.2429 -0.14
O 5.0256 -1.5701 -9.5823 -0.22
C 6.4146 -1.2198 -9.7327 -0.12
H 3.8450 -5.0291 -6.2825 0.10
H 3.1617 -4.9109 -7.9151 0.09
H 4.4718 -6.0672 -7.5884 0.08
H 4.5317 -5.7985 -10.2125 0.08
H 5.9820 -4.9988 -9.5859 0.08
H 5.4719 -4.7210 -11.2651 0.08
H 6.9935 -2.0702 -10.1081 0.08
H 6.8316 -0.8837 -8.7816 0.09
H 6.4798 -0.4076 -10.4527 0.08
C -4.6222 4.9745 9.8712 -0.12
O -3.7549 4.1691 10.6667 -0.31
P -4.2989 2.6532 11.0868 0.61
O -4.6945 2.0847 9.7785 -0.25
O -5.5916 3.2624 11.9276 -0.27
C -5.4524 4.3750 12.8014 -0.14
O -4.3490 1.2478 12.0321 -0.24
C -3.3135 1.0645 13.0061 -0.14
H -4.1712 5.0956 8.8873 0.09
H -5.6116 4.5366 9.7593 0.09
H -4.7145 5.9522 10.3498 0.08
H -6.1082 5.1773 12.4574 0.08
H -4.4311 4.7526 12.8377 0.08
H -5.7584 4.0777 13.8069 0.08
H -3.3020 1.8900 13.7259 0.08
H -2.3373 0.9894 12.5224 0.08
H -3.5135 0.1381 13.5404 0.08
C -5.1785 -3.4314 2.9830 -0.13
O -5.3677 -2.8252 1.7075 -0.31
P -6.4447 -1.5507 1.6205 0.62
O -5.9560 -0.6633 2.7044 -0.25
O -7.7193 -2.4946 2.1061 -0.27
C -7.9224 -3.7958 1.5718 -0.14
O -7.5262 -0.4842 0.8607 -0.25
C -7.5678 -0.4939 -0.5719 -0.14
H -4.1649 -3.2170 3.3202 0.09
H -5.8855 -3.0690 3.7265 0.09
H -5.2996 -4.5113 2.8696 0.08
H -7.8968 -4.5203 2.3886 0.08
H -7.1632 -4.0701 0.8401 0.08
H -8.9054 -3.8359 1.0972 0.08
H -7.8340 -1.4868 -0.9495 0.08
H -6.6045 -0.1927 -0.9888 0.08
H -8.3272 0.2167 -0.8919 0.08
C 5.8659 0.9889 -2.8344 -0.06
O 6.2413 1.8819 -3.9370 -0.28
P 7.7250 1.7629 -4.5636 0.54
O 7.8925 0.3435 -4.9328 -0.25
O 8.5150 2.1425 -3.1650 -0.26
C 8.0304 3.1542 -2.2896 -0.14
O 8.9582 2.4646 -5.4820 -0.25
C 8.6736 3.7165 -6.1189 -0.14
H 5.1061 0.3110 -3.1907 0.06
H 6.7115 0.4197 -2.4582 0.09
H 5.4565 1.6020 -2.0340 0.09
H 7.8328 2.7083 -1.3142 0.09
H 7.1120 3.6144 -2.6521 0.08
H 8.7976 3.9251 -2.1775 0.08
H 8.3968 4.4779 -5.3818 0.08
H 7.8661 3.6060 -6.8475 0.08
H 9.5722 4.0452 -6.6383 0.08
```

Output
LUMO = 1.13 eV
HOMO-LUMO gap = 0.0347 Eh
charge = -2



4.
A molecular structure, C6H18O9Pd in a non-equilibrium geometry. Source: the OMol25 dataset; level of theory: ωB97M-V with the def2-TZVPD basis set.

The geometry in XYZ format:
```
34
Properties=species:S:1:pos:R:3:mulliken_spin:R:1
Pd -0.3144 0.1592 0.2070 0.07
O 2.5025 -1.8269 -2.2138 0.23
C 2.9261 -0.5272 -2.3092 0.02
C 2.5404 0.6238 -1.2838 -0.15
O 2.0122 0.2274 -0.1116 0.18
H 2.8545 -0.2016 -3.3650 -0.03
H 4.0025 -0.7045 -2.1038 0.10
H 1.8821 1.2910 -1.8818 0.12
H 3.4802 1.2026 -1.1370 -0.02
O -1.1503 -3.2060 -2.3768 0.00
C -1.7527 -3.1991 -1.1355 0.01
C -0.9443 -3.0455 0.2280 0.01
O 0.0888 -2.1232 0.2964 0.22
H -2.3759 -4.1298 -1.1345 0.01
H -2.5344 -2.3945 -1.0524 -0.02
H -0.4755 -4.0239 0.4691 0.01
H -1.7013 -2.8700 1.0237 0.00
O -0.8997 2.5991 4.4742 0.01
C 0.1070 2.7786 3.5221 0.01
C 0.6816 1.5295 2.7369 0.04
O -0.1316 0.4423 2.4467 0.19
H 0.9878 3.2734 3.9916 0.00
H -0.2174 3.5227 2.7608 -0.01
H 1.5115 1.1721 3.3859 0.01
H 1.2148 1.9235 1.8529 0.00
O -2.5410 0.0066 0.5570 0.43
H -3.1088 -0.7387 0.3281 -0.05
H -3.1272 0.7648 0.6688 -0.10
O -0.8894 2.4267 -0.4049 0.88
H -0.3941 3.2317 -0.2048 -0.17
H -1.5153 2.6746 -1.1082 -0.25
O -0.8704 -0.1484 -2.0127 0.34
H -1.3217 -0.9602 -2.2947 -0.05
H -0.5267 0.2499 -2.8185 -0.03
```

Output
LUMO (alpha / beta) = 9.45 / 9.23 eV
spin multiplicity = 3
energy relative to the best compared isomer or geometry (same formula, charge and spin) = 2.280 eV
HOMO-LUMO gap (alpha / beta) = 0.1487 / 0.0729 Eh
charge = -4



5.
C12H19O4P in the gas phase in a non-equilibrium geometry. Source: the OMol25 dataset; level of theory: ωB97M-V with the def2-TZVPD basis set.

The geometry in XYZ format:
```
36
Properties=species:S:1:pos:R:3:lowdin_charge:R:1
C 2.0331 -2.7281 -1.4163 -0.04
C 1.9705 -1.1869 -1.7804 -0.23
O 2.2258 -0.3540 -0.6442 -0.20
O 1.5742 0.8614 -0.8838 -0.35
P 1.2655 1.7759 0.4314 0.98
C -0.3288 1.6678 1.3400 -0.28
C -1.2770 0.7078 0.8007 -0.31
C -2.5237 1.1601 0.2766 -0.01
C -3.5612 0.2584 -0.1110 0.00
C -3.3327 -1.0888 0.1004 -0.36
O -4.3249 -1.9830 -0.1693 -0.12
C -5.0381 -2.2872 1.0400 -0.06
C -2.0442 -1.5353 0.4382 0.01
C -1.0130 -0.6487 0.8026 -0.03
O 2.4759 2.6896 1.0884 -0.32
C 3.7290 2.3140 0.5929 -0.34
C 3.9056 2.7144 -0.8463 -0.09
H 1.0920 -2.9609 -0.9183 0.05
H 2.0364 -3.3648 -2.3126 0.07
H 2.9081 -2.8447 -0.7453 0.08
H 1.0007 -0.9605 -2.1307 0.10
H 2.6249 -0.8734 -2.5468 0.09
H -0.7448 2.6284 1.4379 0.07
H 0.0079 1.3394 2.2763 0.07
H -2.7581 2.2598 0.4475 0.13
H -4.5319 0.7571 -0.4240 0.14
H -4.4289 -3.1062 1.4887 0.10
H -5.9799 -2.6540 0.7626 0.06
H -5.0468 -1.4036 1.7699 0.12
H -1.9280 -2.6409 0.5347 0.13
H -0.0291 -1.0103 1.0622 0.11
H 3.8041 1.2487 0.7716 0.10
H 4.4530 2.7673 1.2038 0.10
H 4.5622 3.5616 -1.0664 0.07
H 4.3137 1.8665 -1.4432 0.09
H 2.9085 3.0532 -1.2278 0.08
```

Output
LUMO = 0.46 eV
SMILES = CCOOP(Cc1ccc(OC)cc1)OCC
energy relative to the best compared isomer or geometry (same formula, charge and spin) = 9.932 eV
HOMO-LUMO gap = 0.2535 Eh



6.
2 unconnected molecules or ions with the total composition C10H11O in a non-equilibrium geometry. Source: the OMol25 dataset; level of theory: ωB97M-V with the def2-TZVPD basis set.

The geometry in XYZ format:
```
22
Properties=species:S:1:pos:R:3:lowdin_charge:R:1
C 1.6188 1.8390 0.9208 0.02
C 2.9318 1.4822 0.5289 0.01
C 0.5552 0.9287 0.7196 0.07
C 3.1558 0.2658 -0.0445 0.00
C 0.7632 -0.2564 -0.0168 -0.13
C 2.1165 -0.6286 -0.2940 -0.10
C -0.0392 -1.2722 -0.3990 0.07
C 2.0516 -1.9244 -0.9950 -0.01
C -5.0503 0.2180 -0.0056 -0.06
C -3.7577 0.4273 0.2404 -0.11
O 0.6040 -2.2550 -1.0058 0.07
H 1.3271 2.7492 1.3325 0.10
H 3.7864 2.0208 0.7659 0.11
H -0.2398 1.1734 1.2698 0.08
H 4.1397 -0.0660 -0.4488 0.15
H 2.3795 -1.9577 -2.1286 0.21
H 2.4947 -2.7394 -0.4458 0.15
H -5.6612 -0.4430 0.4563 0.01
H -5.6012 0.8217 -0.8216 0.09
H -1.0978 -1.3677 -0.4142 0.16
H -3.1371 1.0552 -0.3570 0.03
H -3.3399 -0.0711 1.1424 0.05
```

Output
LUMO = -5.86 eV
energy relative to the best compared isomer or geometry (same formula, charge and spin) = 0.384 eV
HOMO-LUMO gap = 0.2540 Eh
charge = +1



7.
C3H4N2OS in the gas phase in a non-equilibrium geometry. Source: the OMol25 dataset; level of theory: ωB97M-V with the def2-TZVPD basis set.

The geometry in XYZ format:
```
11
Properties=species:S:1:pos:R:3:lowdin_charge:R:1
C 1.4073 0.8006 -0.0216 -0.02
N 0.2281 0.0107 -0.0629 -0.20
N 0.1002 -1.3123 0.2275 0.01
C -1.0587 -1.8167 0.2838 -0.30
S -2.3015 -0.4476 -0.1274 1.01
C -0.9683 0.6250 -0.2718 -0.68
O -0.9392 1.9952 -0.5254 -0.17
H 1.1310 1.8410 -0.3204 0.10
H 1.6375 0.9066 1.0846 0.11
H 2.2117 0.1583 -0.4166 0.10
H -1.4481 -2.7608 0.1504 0.04
```

Output
LUMO = 0.53 eV
SMILES = Cn1ncsc1=O
energy relative to the best compared isomer or geometry (same formula, charge and spin) = 2.505 eV
HOMO-LUMO gap = 0.3599 Eh



8.
A gas-phase ion, C4H10NO2S (charge +1) in a non-equilibrium geometry. Source: the OMol25 dataset; level of theory: ωB97M-V with the def2-TZVPD basis set.

The geometry in XYZ format:
```
18
Properties=species:S:1:pos:R:3:mulliken_spin:R:1
C -0.1755 0.2931 1.7601 0.03
C 0.7638 1.0056 -0.7519 -0.02
C -1.3808 -0.2920 -0.4439 0.01
C -0.0627 0.0648 0.1612 0.03
N 0.8340 -1.1554 0.2230 0.00
O -0.8486 1.5742 4.0436 0.50
O 0.2882 -0.4984 2.5025 0.12
S -0.9543 1.7414 2.3066 1.34
H 1.2437 1.6555 -0.0101 0.02
H 1.4699 0.4216 -1.2809 0.00
H 0.3387 1.6919 -1.5278 -0.01
H -1.2732 -0.7990 -1.4184 0.01
H -1.9264 -1.1291 0.0851 0.00
H -2.0644 0.5823 -0.5295 -0.01
H 0.5745 -2.0852 -0.1436 0.00
H 0.9743 -1.3998 1.2671 -0.01
H 1.8212 -0.9777 -0.0030 0.00
H -1.3416 0.7701 4.1865 -0.02
```

Output
LUMO (alpha / beta) = -3.66 / -7.13 eV
spin multiplicity = 3
energy relative to the best compared isomer or geometry (same formula, charge and spin) = 2.322 eV
HOMO-LUMO gap (alpha / beta) = 0.2436 / 0.2839 Eh
charge = +1



> Number 5 is which compound?

C12H19O4P



Repeat the seventh record exactly.
C3H4N2OS in the gas phase in a non-equilibrium geometry. Source: the OMol25 dataset; level of theory: ωB97M-V with the def2-TZVPD basis set.

The geometry in XYZ format:
```
11
Properties=species:S:1:pos:R:3:lowdin_charge:R:1
C 1.4073 0.8006 -0.0216 -0.02
N 0.2281 0.0107 -0.0629 -0.20
N 0.1002 -1.3123 0.2275 0.01
C -1.0587 -1.8167 0.2838 -0.30
S -2.3015 -0.4476 -0.1274 1.01
C -0.9683 0.6250 -0.2718 -0.68
O -0.9392 1.9952 -0.5254 -0.17
H 1.1310 1.8410 -0.3204 0.10
H 1.6375 0.9066 1.0846 0.11
H 2.2117 0.1583 -0.4166 0.10
H -1.4481 -2.7608 0.1504 0.04
```

Output
LUMO = 0.53 eV
SMILES = Cn1ncsc1=O
energy relative to the best compared isomer or geometry (same formula, charge and spin) = 2.505 eV
HOMO-LUMO gap = 0.3599 Eh



Repeat the seventh record exactly.
C3H4N2OS in the gas phase in a non-equilibrium geometry. Source: the OMol25 dataset; level of theory: ωB97M-V with the def2-TZVPD basis set.

The geometry in XYZ format:
```
11
Properties=species:S:1:pos:R:3:lowdin_charge:R:1
C 1.4073 0.8006 -0.0216 -0.02
N 0.2281 0.0107 -0.0629 -0.20
N 0.1002 -1.3123 0.2275 0.01
C -1.0587 -1.8167 0.2838 -0.30
S -2.3015 -0.4476 -0.1274 1.01
C -0.9683 0.6250 -0.2718 -0.68
O -0.9392 1.9952 -0.5254 -0.17
H 1.1310 1.8410 -0.3204 0.10
H 1.6375 0.9066 1.0846 0.11
H 2.2117 0.1583 -0.4166 0.10
H -1.4481 -2.7608 0.1504 0.04
```

Output
LUMO = 0.53 eV
SMILES = Cn1ncsc1=O
energy relative to the best compared isomer or geometry (same formula, charge and spin) = 2.505 eV
HOMO-LUMO gap = 0.3599 Eh